Arrangement i

Computed, not measured: a 5-piece molecular cluster, C3H16NO4 overall, with ωB97M-V/def2-TZVPD.

Calculated values
Net charge ... +1
LUMO level ... -0.164 hartree
HOMO energy ... -13.355 eV
Gap between HOMO and LUMO ... 0.326 Ha

Structure (XYZ):
```
24
C3H16NO4 ωB97M-V/def2-TZVPD
C 3.394 -0.605 -0.919
C 2.926 -0.723 0.544
C 1.823 0.957 1.777
N 1.769 0.166 0.787
H 2.698 -1.113 -1.649
H 3.418 0.473 -1.284
H 4.358 -1.049 -1.003
H 2.613 -1.695 0.652
H 3.715 -0.533 1.249
H 1.044 1.717 2.115
H 2.666 0.948 2.448
H 0.909 -0.054 0.190
H -6.353 -2.733 1.620
H -6.230 -3.372 0.150
O -6.188 -2.555 0.624
H -1.214 2.115 0.035
H -1.450 3.554 -0.514
O -0.801 2.947 -0.204
H 0.504 0.655 -2.428
H 0.116 -0.937 -2.614
O 0.269 -0.134 -2.017
H -0.858 -0.265 -0.657
H -2.253 -0.073 -0.231
O -1.395 0.170 0.097
```



Arrangement ii

Computed, not measured: a 5-piece molecular cluster, C3H16NO4 overall, with ωB97M-V/def2-TZVPD.

Calculated values
Net charge ... +1
LUMO level ... -0.161 hartree
HOMO energy ... -13.661 eV
Gap between HOMO and LUMO ... 0.341 Ha

Structure (XYZ):
```
24
C3H16NO4 ωB97M-V/def2-TZVPD
C -0.995 -4.936 -0.620
C -0.369 -3.515 -0.610
C -1.283 -1.439 0.332
N -1.451 -2.553 -0.267
H -2.085 -4.961 -0.577
H -0.617 -5.376 -1.540
H -0.493 -5.502 0.150
H 0.522 -3.413 0.036
H 0.019 -3.200 -1.586
H -2.127 -0.781 0.497
H -0.262 -1.235 0.620
H -2.360 -2.852 -0.613
H 1.333 5.102 1.118
H 1.307 3.553 1.165
O 1.197 4.320 0.550
H 3.106 3.082 2.348
H 3.248 2.378 0.998
O 2.686 2.429 1.771
H -0.451 1.230 -0.403
H 0.796 1.586 0.273
O 0.233 0.819 0.155
H -1.350 3.125 -2.218
H -0.807 3.093 -0.730
O -0.869 2.606 -1.564
```



Arrangement iii

Computed, not measured: a 4-piece molecular cluster, C3H16NO4 overall, with ωB97M-V/def2-TZVPD.

Calculated values
Net charge ... +1
LUMO level ... -0.111 hartree
HOMO energy ... -14.262 eV
Gap between HOMO and LUMO ... 0.413 Ha

Structure (XYZ):
```
24
C3H16NO4 ωB97M-V/def2-TZVPD
C 0.688 0.355 -0.632
C -0.564 1.155 -1.019
C -0.837 2.077 0.175
O -1.648 0.327 -1.371
N 1.102 -0.745 -1.612
H 0.774 -0.207 0.293
H 1.475 1.097 -0.613
H -0.260 1.780 -1.874
H 0.028 2.732 0.297
H -1.661 2.750 -0.044
H -0.987 1.521 1.096
H -2.076 0.146 -0.520
H 0.954 -1.662 -1.138
H 0.624 -0.751 -2.513
H 2.089 -0.629 -1.845
H 0.527 -3.953 -0.651
H -0.786 -3.231 -0.236
O 0.099 -3.092 -0.597
H 1.645 1.679 1.936
H 2.272 0.924 3.070
O 1.586 0.833 2.397
H -0.893 -0.868 1.757
H -2.401 -1.022 2.163
O -1.749 -1.215 1.484
```



What should be chosen as the least stable of them? Choose arrangement i.



Arrangement i

Computed, not measured: a 2-piece molecular cluster, C7H15N overall, with ωB97M-V/def2-TZVPD.

Calculated values
Net charge ... +1
LUMO level (alpha / beta) ... -0.140 / -0.281 hartree
2S+1 ... 2
HOMO energy (alpha / beta) ... -12.423 / -12.410 eV
Gap between HOMO and LUMO (alpha / beta) ... 0.316 / 0.175 Ha

Structure (XYZ):
```
23
C7H15N ωB97M-V/def2-TZVPD
C 0.260 -0.714 3.682
C 0.087 -0.159 2.315
C -0.371 -0.862 1.226
N 0.244 1.201 2.215
H -0.514 -0.305 4.337
H 1.238 -0.393 4.043
H 0.188 -1.795 3.693
H -0.356 -0.407 0.230
H -0.633 -1.912 1.272
H 0.961 1.570 2.837
H 0.466 1.526 1.274
C 0.499 0.332 -2.263
C -0.767 -0.099 -2.291
C -1.871 0.672 -2.977
C 1.609 -0.299 -1.462
H 0.713 1.261 -2.788
H -1.049 -1.102 -1.959
H -2.410 0.050 -3.698
H -2.612 1.129 -2.322
H -1.374 1.463 -3.549
H 1.513 -1.380 -1.370
H 1.634 0.236 -0.500
H 2.544 -0.013 -1.945
```



Arrangement ii

Computed, not measured: an isolated ion of composition C7H15N and charge +1, with ωB97M-V/def2-TZVPD.

Calculated values
Net charge ... +1
LUMO level (alpha / beta) ... -0.189 / -0.243 hartree
2S+1 ... 2
HOMO energy (alpha / beta) ... -13.025 / -12.715 eV
Gap between HOMO and LUMO (alpha / beta) ... 0.290 / 0.225 Ha

Structure (XYZ):
```
23
C7H15N ωB97M-V/def2-TZVPD
C 1.021 -1.585 -1.017
C 0.489 -0.279 -1.616
C -0.860 0.364 -0.994
C 0.563 0.783 1.001
C -0.786 0.505 0.547
C -1.809 -0.434 1.318
C -0.757 1.992 0.986
N 2.219 -1.324 -0.252
H 0.385 -1.994 -0.245
H 1.118 -2.313 -1.900
H 1.292 0.558 -1.753
H 0.018 -0.480 -2.576
H -1.639 -0.373 -1.206
H -1.088 1.322 -1.489
H 0.873 0.904 2.046
H -1.503 -1.459 1.091
H -1.691 -0.244 2.413
H -2.875 -0.356 0.969
H -1.820 2.272 0.873
H -0.250 2.697 0.206
H -0.498 2.395 2.004
H 2.942 -0.812 -0.750
H 2.034 -0.934 0.736
```



Arrangement iii

Computed, not measured: a 2-piece molecular cluster, C7H15N overall, with ωB97M-V/def2-TZVPD.

Calculated values
Net charge ... +1
LUMO level (alpha / beta) ... -0.234 / -0.233 hartree
2S+1 ... 2
HOMO energy (alpha / beta) ... -11.929 / -14.585 eV
Gap between HOMO and LUMO (alpha / beta) ... 0.204 / 0.303 Ha

Structure (XYZ):
```
23
C7H15N ωB97M-V/def2-TZVPD
C -2.275 -0.659 -2.983
C -2.366 -1.398 -1.698
C 2.908 -0.164 0.203
N -0.036 -0.234 -0.456
C 0.507 0.282 0.684
C 1.861 0.119 1.052
C 2.128 0.634 2.392
C -0.524 1.087 1.525
H -1.550 -0.245 -2.362
H -1.837 -1.074 -3.953
H -3.050 0.166 -3.323
H -2.254 -2.451 -1.853
H -3.374 -1.321 -1.163
H 3.866 -0.153 0.705
H 2.879 -0.262 -0.874
H -0.537 0.385 -1.018
H -0.545 -1.019 -0.407
H 3.071 1.109 2.453
H 2.059 -0.118 3.192
H 1.310 1.377 2.585
H -1.644 1.026 1.191
H -0.193 2.125 1.491
H -0.400 0.787 2.615
```



What should be chosen as the least stable of them? Choose arrangement iii.



Arrangement i

Computed, not measured: an isolated ion of composition C6H11IN and charge +1, with ωB97M-V/def2-TZVPD.

Calculated values
Net charge ... +1
LUMO level (alpha / beta) ... -0.254 / -0.254 hartree
HOMO energy (alpha / beta) ... -13.465 / -13.465 eV
Gap between HOMO and LUMO (alpha / beta) ... 0.241 / 0.241 Ha

Structure (XYZ):
```
19
C6H11IN ωB97M-V/def2-TZVPD
C -0.929 0.172 1.615
C -0.490 1.743 -0.179
C -0.486 -0.699 0.499
C -0.373 1.851 -1.705
C 1.516 -1.683 -0.433
C 0.517 -1.762 0.697
N 0.007 0.679 0.700
I -0.646 3.391 -3.031
H -1.928 0.566 1.652
H -0.558 -0.066 2.636
H -0.327 2.760 0.310
H -1.705 1.731 -0.215
H -1.168 -0.601 -0.295
H -0.028 0.943 -2.131
H 2.071 -0.701 -0.536
H 1.030 -1.827 -1.533
H 2.481 -2.422 -0.404
H 0.981 -1.408 1.560
H 0.035 -2.668 0.795
```



Arrangement ii

Computed, not measured: an isolated ion of composition C6H11IN and charge +1, with ωB97M-V/def2-TZVPD.

Calculated values
Net charge ... +1
LUMO level ... -0.129 hartree
HOMO energy ... -12.299 eV
Gap between HOMO and LUMO ... 0.323 Ha
SMILES string ... C/C(I)=C1\CC[NH2+]C1

Structure (XYZ):
```
19
C6H11IN ωB97M-V/def2-TZVPD
C -0.744 -0.070 0.013
C 0.747 -0.491 -0.084
C -0.684 1.449 0.029
C 1.733 0.755 0.113
C -1.907 -0.805 0.015
C -1.936 -2.293 0.035
N 0.761 1.903 -0.034
I -3.750 0.230 -0.001
H 0.982 -1.273 0.635
H 0.903 -0.917 -1.076
H -1.225 1.873 -0.824
H -1.145 1.844 0.937
H 2.500 0.780 -0.656
H 2.163 0.748 1.108
H -1.225 -2.685 0.760
H -1.665 -2.694 -0.943
H -2.927 -2.661 0.287
H 0.921 2.366 -0.933
H 0.928 2.603 0.695
```



What should be chosen as the least stable of them? Choose arrangement i.



Arrangement i

Computed, not measured: a 2-piece molecular cluster, C2H2Cl2O2S overall, with ωB97M-V/def2-TZVPD.

Calculated values
LUMO level (alpha / beta) ... -0.050 / -0.043 hartree
HOMO energy (alpha / beta) ... -8.926 / -8.051 eV
Gap between HOMO and LUMO (alpha / beta) ... 0.278 / 0.253 Ha

Structure (XYZ):
```
9
C2H2Cl2O2S ωB97M-V/def2-TZVPD
C -0.355 -0.364 -0.645
C 0.745 -0.658 0.361
O -2.391 1.373 0.484
O -0.198 0.678 -1.316
S -2.478 -0.080 0.576
Cl 1.897 0.707 0.589
Cl 1.698 -2.056 -0.290
H 0.377 -0.766 1.304
H 0.704 1.167 -1.062
```



Arrangement ii

Computed, not measured: C2H2Cl2O2S as an isolated structure, with ωB97M-V/def2-TZVPD.

Calculated values
LUMO level (alpha / beta) ... -0.047 / -0.047 hartree
HOMO energy (alpha / beta) ... -10.275 / -10.275 eV
Gap between HOMO and LUMO (alpha / beta) ... 0.331 / 0.331 Ha

Structure (XYZ):
```
9
C2H2Cl2O2S ωB97M-V/def2-TZVPD
C -0.345 -0.713 -0.555
C 1.277 0.009 0.353
O -2.786 0.091 -0.765
O -1.680 0.418 1.437
S -1.611 0.152 0.009
Cl 2.541 -1.071 -0.102
Cl 1.373 1.693 -0.204
H 0.122 -0.478 -1.565
H 1.109 -0.101 1.392
```



What should be chosen as the least stable of them? Choose arrangement i.